(1)
Here is C21H26N2O6S in the gas phase from OMol25. Energies are from the ωB97M-V functional and the def2-TZVPD basis.

## Properties
**E**: -1774.956439 a.u.
**LUMO energy**: 0.73 eV
**HOMO-LUMO gap**: 9.1 eV
**Relative energy (zero: lowest compared OMol25 entry of this formula, charge and spin)**: 29.44 kcal per mole
**SMILES string**: Cc1ccc(S(=O)(=O)N[C@@H](CC(=O)N2CCC3(CC2)OCCO3)c2ccco2)cc1
**HOMO energy**: -8.34 eV

Structure (ORCA input):
```
! RIJCOSX wB97M-V def2-TZVPD def2/J DEFGRID3
* xyz 0 1
C -5.7959 -4.0197 -0.9422
C -4.6699 -3.1447 -0.4857
C -4.8352 -2.3057 0.6138
C -3.7953 -1.5085 1.0549
C -2.5834 -1.5535 0.3935
C -2.3944 -2.3763 -0.6982
C -3.4399 -3.1722 -1.1343
H -3.3005 -3.8207 -1.9866
H -1.4309 -2.3865 -1.1826
S -1.2714 -0.4795 0.9377
O -1.2980 -0.3469 2.3669
O -0.0287 -0.9063 0.3444
N -1.7999 0.9728 0.2864
H -1.5204 1.0187 -0.6907
C -1.2702 2.1446 0.9658
C -1.7490 3.3790 0.2687
C -2.7616 3.5778 -0.6213
C -2.7494 4.9608 -0.9301
C -1.7349 5.4959 -0.2034
O -1.1238 4.5457 0.5286
H -1.3570 6.4953 -0.1188
H -3.4053 5.4764 -1.6011
H -3.4252 2.8322 -1.0054
H -1.6711 2.1080 1.9878
C 0.2685 2.1087 1.0575
C 0.8742 1.7885 -0.3020
O 0.2131 1.8526 -1.3285
N 2.1856 1.4736 -0.3276
C 3.0255 1.2326 0.8218
H 2.6449 1.7502 1.7002
C 3.1415 -0.2717 1.0769
H 3.7711 -0.4587 1.9478
H 2.1545 -0.7067 1.2406
C 3.7452 -0.9400 -0.1736
C 2.8716 -0.6097 -1.3841
C 2.7418 0.9049 -1.5397
H 2.0713 1.1485 -2.3644
H 3.7268 1.3455 -1.7170
H 1.8901 -1.0498 -1.2056
H 3.3151 -1.0497 -2.2764
O 5.0754 -0.4914 -0.3954
C 5.9500 -1.3811 0.2600
H 6.3546 -0.9241 1.1715
C 5.0817 -2.6168 0.5806
H 5.4717 -3.5375 0.1432
O 3.8428 -2.3391 -0.0283
H 4.9635 -2.7525 1.6632
H 6.7727 -1.6103 -0.4219
H 4.0212 1.6283 0.5887
H 0.6340 3.0742 1.4119
H 0.5349 1.3290 1.7708
H -3.8983 -0.8563 1.9068
H -5.7870 -2.2804 1.1238
H -5.6569 -4.3281 -1.9749
H -6.7485 -3.5032 -0.8506
H -5.8413 -4.9159 -0.3233
*
```

Results of the natural (NBO) charge analysis, in e, for atoms 1 through 8: C -0.631; C 0.012; C -0.217; C -0.153; C -0.363; C -0.124; C -0.225; H 0.214

=====

(2)
Here is C5H10N4 in the gas phase from OMol25. Energies are from the ωB97M-V functional and the def2-TZVPD basis.

## Properties
**E**: -415.411845 a.u.
**LUMO energy**: 0.98 eV
**HOMO-LUMO gap**: 9.5 eV
**Relative energy (zero: lowest compared OMol25 entry of this formula, charge and spin)**: 91.00 kcal per mole
**SMILES string**: [H]/N=C1/NN2C[C@@H]2C[C@@H]1N
**HOMO energy**: -8.54 eV

Structure (ORCA input):
```
! RIJCOSX wB97M-V def2-TZVPD def2/J DEFGRID3
* xyz 0 1
C -1.0042 -0.4936 0.3506
C 0.2155 -1.3316 -0.2054
C 1.3539 -0.5633 0.3547
C 2.6297 0.1466 -0.1131
C -0.7967 1.0836 0.1049
H -2.2712 -0.9555 -1.1862
H -3.0375 -0.6121 0.2944
H -1.0162 -0.6368 1.4386
H 0.2244 -2.3503 0.2644
H 0.2346 -1.4799 -1.2808
H 1.3196 -0.3308 1.4168
H 3.2424 -0.0825 -0.9754
H 3.3144 0.5541 0.7277
H 0.3681 2.4608 -0.4110
H -2.6041 1.3617 -0.1942
N -2.2379 -1.0212 -0.1855
N 1.3362 0.6600 -0.4710
N 0.4977 1.6372 0.1639
N -1.7688 1.9535 -0.0935
*
```

Results of the natural (NBO) charge analysis, in e, for atoms 1 through 8: C -0.104; C -0.400; C -0.111; C -0.213; C 0.424; H 0.369; H 0.367; H 0.214

=====

(3)
Here is C4H4O2 in the gas phase from OMol25. Energies are from the ωB97M-V functional and the def2-TZVPD basis.

## Properties
**E**: -305.191881 a.u.
**LUMO energy**: -0.12 eV
**HOMO-LUMO gap**: 9.0 eV
**Relative energy (zero: lowest compared OMol25 entry of this formula, charge and spin)**: 54.96 kcal per mole
**HOMO energy**: -9.10 eV

Structure (ORCA input):
```
! RIJCOSX wB97M-V def2-TZVPD def2/J DEFGRID3
* xyz 0 1
O -0.1615 1.8233 1.5836
C 0.0420 0.8334 0.9630
O -0.0605 -0.4827 1.5327
C -0.0587 -1.4394 0.5991
C -0.4511 -0.7004 -0.6696
C 0.4822 0.4939 -0.4293
H 1.4564 0.0016 -0.2746
H -0.3061 -1.2240 -1.6156
H -1.5235 -0.4699 -0.5489
H 0.5880 1.2845 -1.1619
*
```

Results of the natural (NBO) charge analysis, in e, for atoms 1 through 8: O -0.486; C 0.788; O -0.518; C 0.345; C -0.555; C -0.529; H 0.234; H 0.235

=====

(4)
Here is 15 unconnected molecules or ions with the total composition C22H74O15 from OMol25. Energies are from the ωB97M-V functional and the def2-TZVPD basis.

## Properties
**E**: -2010.907102 a.u.
**LUMO energy**: 0.09 eV
**HOMO-LUMO gap**: 10.1 eV
**Relative energy (zero: lowest compared OMol25 entry of this formula, charge and spin)**: 93.90 kcal per mole
**HOMO energy**: -10.02 eV

Structure (ORCA input):
```
! RIJCOSX wB97M-V def2-TZVPD def2/J DEFGRID3
* xyz 0 1
C -0.8437 0.9974 -8.0785
O -1.1947 0.6964 -9.3916
H 0.1331 1.4765 -8.0118
H -1.4869 1.7934 -7.7032
H -0.7998 0.1997 -7.3370
H -1.2241 1.5185 -9.8865
C 0.1950 -5.5663 -5.7101
O -0.4481 -5.2267 -4.5693
H 1.1669 -6.0362 -5.5597
H -0.3495 -6.3656 -6.2126
H 0.2864 -4.6788 -6.3362
H -1.2921 -4.8948 -4.8844
O 0.4827 4.7483 -3.9375
H -0.0527 5.4997 -4.1926
H -0.1433 4.0316 -3.8343
O 5.0776 4.8268 -2.3016
H 5.2957 5.7038 -2.6170
H 4.1228 4.7836 -2.3536
O -7.6970 1.9438 -2.3234
H -8.2306 2.2831 -1.6048
H -8.0875 2.3214 -3.1114
C 6.8827 -3.5013 -3.7419
C 7.5488 -2.1917 -4.2361
O 8.8285 -2.5081 -4.7022
H 5.8882 -3.2057 -3.4076
H 7.4604 -3.9132 -2.9145
H 6.7325 -4.3099 -4.4573
H 7.6906 -1.5228 -3.3872
H 7.0334 -1.6242 -5.0110
H 9.3102 -3.0721 -4.0928
C -3.0892 8.8683 -1.8350
C -2.1992 9.8766 -2.5369
O -2.0686 9.3414 -3.8295
H -3.2302 9.1780 -0.7995
H -2.6382 7.8833 -1.7145
H -4.0835 8.6838 -2.2418
H -1.1859 9.8956 -2.1359
H -2.5244 10.9167 -2.5126
H -2.9386 9.3319 -4.2352
C 1.7251 -2.3735 6.5391
C 1.3721 -2.1643 8.0187
O 1.6582 -3.3985 8.6343
H 0.9232 -2.8762 5.9984
H 2.6557 -2.8932 6.3113
H 1.8148 -1.3876 6.0830
H 0.2966 -1.9876 8.0298
H 1.9168 -1.3080 8.4164
H 2.6153 -3.4103 8.7070
C -8.8759 -3.6226 -6.5674
C -7.3690 -3.3359 -6.6171
O -6.7127 -4.5721 -6.5285
H -9.1255 -4.5155 -7.1406
H -9.5579 -2.8355 -6.8890
H -9.2535 -3.9480 -5.5981
H -7.0193 -2.6229 -5.8704
H -7.2400 -2.9769 -7.6382
H -7.2068 -5.1385 -5.9313
C -0.0941 0.0769 -0.6813
C -1.5858 0.1048 -0.7377
O -1.9165 1.1038 -1.6721
H 0.3932 1.0107 -0.4008
H 0.2735 -0.3382 -1.6197
H 0.2080 -0.6537 0.0690
H -2.0083 0.3608 0.2339
H -1.9766 -0.8643 -1.0480
H -2.8760 1.0992 -1.7027
C 8.1049 -0.1025 4.1991
C 7.3182 0.2988 2.9197
O 7.9204 1.4204 2.2754
H 9.1747 -0.1890 4.0090
H 7.7498 -1.0421 4.6223
H 7.9777 0.4152 5.1498
H 6.2993 0.5911 3.1739
H 7.2949 -0.4899 2.1677
H 7.3870 1.7338 1.5413
C 3.1716 -8.3815 1.5031
C 2.6424 -7.1966 0.8460
O 1.2182 -7.1387 0.8227
H 4.2384 -8.3024 1.7128
H 2.9545 -9.2371 0.8637
H 2.6802 -8.5381 2.4633
H 3.0375 -7.2199 -0.1696
H 2.9842 -6.3105 1.3808
H 0.9312 -6.6841 0.0274
C -6.4637 -4.4311 2.8114
C -7.2205 -3.2497 2.2006
O -7.1722 -3.4874 0.8306
H -5.4806 -4.5060 2.3466
H -6.9842 -5.3575 2.5687
H -6.1681 -4.3941 3.8599
H -6.7142 -2.3039 2.3940
H -8.2667 -3.0942 2.4640
H -7.2131 -2.6403 0.3807
C 2.9833 6.7342 3.8485
C 3.8664 6.2322 4.9977
O 4.4862 7.3359 5.6514
H 3.5800 7.4670 3.3052
H 2.0801 7.2685 4.1430
H 2.6475 5.9679 3.1498
H 4.6136 5.4912 4.7135
H 3.2281 5.6384 5.6520
H 4.5058 7.1761 6.5978
C -3.5819 2.5406 6.7856
C -2.3182 3.2418 7.3005
O -2.1033 2.8224 8.6513
H -3.5607 1.4643 6.9562
H -3.7565 2.7646 5.7332
H -4.4183 2.8201 7.4263
H -2.3034 4.3315 7.2790
H -1.4693 2.8338 6.7518
H -1.2432 2.9911 9.0430
*
```

Results of the Löwdin charge analysis, in e, for atoms 1 through 8: C -0.196; O -0.106; H 0.071; H 0.072; H 0.081; H 0.079; C -0.225; O -0.100

=====

Question: Among the records above, which one has the highest LUMO energy?
Answer: C5H10N4